No. 1
Below is a molecular structure, C4H16ClO4V, with properties calculated with ωB97M-V with the def2-TZVPD basis set.

```
26
Properties=species:S:1:pos:R:3:forces:R:3:mulliken_spin:R:1
V -2.2759 -2.7646 -0.2534 2.07 2.70 0.42 3.049
Cl -0.1280 -1.5917 -0.9673 -2.06 -1.43 0.65 -0.034
C 2.4404 -0.8755 1.6225 -0.01 -0.93 0.22 0.001
O 2.5012 -2.3127 1.4997 -0.39 0.62 -0.03 0.000
H 2.2030 -0.4472 0.6490 0.14 0.33 0.09 0.000
H 1.6814 -0.6137 2.3674 -0.03 0.23 -0.09 0.000
H 3.4044 -0.5460 1.9981 0.03 0.10 -0.19 0.000
H 1.6803 -2.5313 1.0439 0.23 -0.29 -0.07 0.000
C -0.4625 2.0209 -0.1370 0.13 0.49 -1.28 0.002
O -1.6178 1.5383 0.5419 -0.02 -0.99 0.17 0.001
H -0.7706 2.6912 -0.9477 -0.06 0.42 0.46 0.000
H 0.2511 2.5049 0.5227 0.00 -0.02 0.06 0.000
H 0.0288 1.2387 -0.7183 -0.04 -0.42 0.67 -0.001
H -1.7964 2.0616 1.3268 0.07 0.22 -0.08 0.000
C 0.8163 1.1149 -3.8893 0.52 -0.83 -0.41 0.000
O 1.6155 0.2388 -3.0911 0.00 0.31 0.27 -0.001
H 0.6521 0.6311 -4.8592 -0.29 0.13 0.06 0.000
H -0.1428 1.3392 -3.4215 0.04 0.25 -0.01 0.000
H 1.4155 1.9999 -4.0949 -0.22 0.18 0.26 0.000
H 1.0515 -0.3110 -2.5399 -0.01 0.02 -0.25 0.001
C -2.1604 -1.0511 2.5728 1.80 0.99 0.53 0.004
O -2.4637 -1.0047 1.1669 -0.23 -2.10 -1.03 -0.011
H -1.9702 -2.0273 3.0209 -0.99 -0.35 -0.48 -0.002
H -1.1506 -0.6301 2.6951 -0.31 0.31 -0.07 -0.001
H -2.8500 -0.4150 3.1197 -0.24 -0.39 0.07 0.000
H -1.9527 -0.2576 0.7721 -0.14 0.45 0.06 -0.007
```
Positions in Å, forces in eV/Å.

Results
Max |F|: 3.42 eV/Å
Total charge: +1
Spin multiplicity: 4


No. 2
Below is 2 unconnected molecules or ions with the total composition C18H31F4NO9PS, with properties calculated with ωB97M-V with the def2-TZVPD basis set.

```
65
Properties=species:S:1:pos:R:3:forces:R:3:nbo_charge:R:1
C -2.2205 -3.8165 2.4232 0.16 0.19 -0.34 -0.606
C -2.2972 -2.9980 1.1198 0.29 0.26 0.38 -0.227
C -3.2052 -1.7788 1.2922 0.33 -0.20 -0.37 -0.594
C -0.8962 -2.5407 0.6984 -0.14 0.01 -0.55 -0.386
C -0.7695 -2.1980 -0.8011 0.24 -0.24 0.37 -0.244
C -0.5347 -3.4631 -1.6248 -0.10 0.16 0.55 -0.616
C 0.4490 -1.3243 -1.0165 -0.05 -0.32 -0.20 -0.055
O 0.1381 0.0455 -0.7237 0.14 0.18 0.22 -0.563
C 1.1784 0.9413 -0.9300 -0.48 -0.35 0.15 0.391
O 0.8776 1.8251 -1.9955 -0.11 -0.03 0.10 -0.518
C -0.4749 2.1239 -2.1571 0.30 0.69 -0.64 0.180
N -0.5208 3.5033 -2.6799 -0.04 -0.65 0.14 -0.556
C -1.2949 4.3000 -2.2034 0.37 -0.52 0.01 0.876
O -1.9996 5.0884 -1.7394 -0.53 0.83 0.15 -0.497
C -1.1494 1.1629 -3.1915 -0.07 -0.18 -0.21 0.943
F -2.1346 0.4657 -2.5769 0.35 0.24 -0.36 -0.324
F -1.7248 1.8375 -4.2171 0.26 -0.42 0.48 -0.323
F -0.2671 0.2972 -3.7066 -0.54 0.34 0.16 -0.300
C 1.4839 1.7074 0.3764 -0.12 -0.13 -0.02 0.275
C 2.4948 2.8292 0.0921 -0.03 0.21 -0.13 -0.520
C 1.8945 4.1663 -0.3284 0.10 0.13 -0.30 0.071
F 2.4742 4.6017 -1.5248 -0.06 -0.07 0.20 -0.371
C 2.0077 0.6310 1.3534 0.12 -0.31 -0.04 -0.581
C 2.8624 1.1048 2.4863 0.02 0.05 0.05 0.809
O 4.0204 1.4244 2.4168 0.03 0.05 0.05 -0.598
O 2.1747 1.1405 3.6448 0.07 0.22 0.08 -0.686
O 0.2105 2.2133 0.7948 0.11 0.10 0.17 -0.548
C 0.1847 3.0502 1.9243 0.04 -0.11 0.04 -0.439
P -0.7064 2.3299 3.3610 -1.33 0.52 -0.45 1.822
O -0.5661 0.7639 3.2210 0.07 -0.33 0.15 -0.979
O 0.0974 2.7873 4.6629 0.27 0.15 0.12 -0.988
S -2.5647 2.9263 3.4695 0.49 -0.18 0.01 -0.668
H -1.2788 -3.6077 2.9270 0.09 0.00 0.17 0.200
H -2.2441 -4.8797 2.2023 -0.02 -0.16 0.13 0.213
H -3.0213 -3.5651 3.1143 -0.19 -0.12 0.03 0.195
H -2.6642 -3.6242 0.3098 -0.28 -0.13 -0.01 0.204
H -2.6702 -1.0345 1.8799 -0.09 0.16 0.24 0.179
H -4.1421 -2.0280 1.7821 -0.15 0.01 0.00 0.200
H -3.4065 -1.3216 0.3264 -0.15 0.12 -0.05 0.215
H -0.5984 -1.6764 1.2991 -0.04 0.08 0.18 0.184
H -0.1746 -3.3355 0.8911 0.10 -0.11 0.10 0.203
H -1.6658 -1.6661 -1.1170 -0.02 0.15 -0.21 0.202
H -0.3755 -3.2747 -2.6797 -0.03 -0.16 -0.19 0.273
H -1.3237 -4.1954 -1.4709 -0.17 -0.06 -0.12 0.191
H 0.3893 -3.9218 -1.2769 0.15 -0.17 -0.18 0.222
H 0.8278 -1.4425 -2.0325 -0.08 0.24 -0.16 0.210
H 1.2392 -1.6795 -0.3476 0.13 0.08 0.10 0.159
H 2.0727 0.3928 -1.2243 0.24 0.22 -0.18 0.183
H -1.0308 2.0631 -1.2289 -0.04 -0.24 0.13 0.220
H 3.1726 2.9939 0.9215 0.04 -0.11 0.14 0.232
H 3.1182 2.5108 -0.7401 0.13 -0.10 -0.06 0.261
H 0.8227 4.1155 -0.4893 -0.06 -0.06 -0.07 0.169
H 2.1024 4.9435 0.4059 0.00 0.06 0.08 0.158
H 1.1734 0.0649 1.7524 -0.21 0.06 -0.09 0.276
H 2.6201 -0.0735 0.7948 0.18 0.04 -0.11 0.253
H 2.7518 1.5501 4.3065 0.04 -0.09 0.08 0.497
H -0.4403 3.9101 1.6893 -0.01 0.20 -0.06 0.237
H 1.1611 3.4308 2.2244 0.17 -0.13 0.07 0.211
H -1.4275 0.3633 3.4083 0.02 -0.14 -0.09 0.530
H -0.5331 3.3153 5.1741 0.08 -0.03 0.18 0.522
C 1.2918 -4.6253 -4.9864 0.03 -0.02 -0.35 -0.182
O 1.2814 -4.5694 -3.6442 0.00 0.10 0.02 -0.986
H 0.8850 -5.5755 -5.4395 0.01 0.01 0.11 0.065
H 0.6904 -3.8244 -5.5139 0.01 -0.02 0.11 0.059
H 2.3041 -4.5329 -5.4766 -0.01 0.01 0.11 0.066
```
Positions in Å, forces in eV/Å.

Results
Max |F|: 1.50 eV/Å
Total charge: -1


No. 3
Below is a single C2H2Cl2FNOS molecule, with properties calculated with ωB97M-V with the def2-TZVPD basis set.

```
10
Properties=species:S:1:pos:R:3:forces:R:3:nbo_charge:R:1
O -0.8247 1.1293 -0.9152 0.95 -0.20 0.42 -0.551
C -0.2049 0.3757 -0.2029 -1.89 -1.11 0.28 0.609
N -0.3642 -1.0304 -0.3083 3.37 -0.29 1.68 -0.789
S -1.0185 -1.9162 -1.6031 -0.99 0.96 -1.84 0.177
C 0.5805 0.8708 1.1069 0.69 -1.41 -1.36 0.238
F 1.0854 -0.2551 1.7268 0.16 0.77 -0.38 -0.341
Cl 1.9998 1.8330 0.4170 -1.26 -0.53 1.03 -0.006
Cl -0.4448 1.6345 2.3012 0.36 0.31 -0.69 0.074
H 0.4064 -1.6977 0.1123 -1.92 2.40 -0.76 0.432
H -1.2151 -0.9440 -2.6348 0.54 -0.89 1.61 0.158
```
Positions in Å, forces in eV/Å.

Results
ΔE to the lowest compared entry with this formula, charge and spin: 0.9227 eV
Max |F|: 3.78 eV/Å
SMILES: O=C(NS)C(F)(Cl)Cl


No. 4
Below is a molecular structure, C4H5NaO2Tl, with properties calculated with ωB97M-V with the def2-TZVPD basis set.

```
13
Properties=species:S:1:pos:R:3:forces:R:3:mulliken_spin:R:1
C -0.9758 0.0884 1.7209 2.12 -4.17 0.24 0.025
C 0.4092 0.3845 1.2368 -2.10 -0.31 -0.29 -0.014
C 0.9309 0.1205 -0.0924 0.24 -0.61 0.79 0.004
C 0.2725 0.3390 -1.2837 0.02 -0.78 -2.30 0.034
O 0.6670 -0.0634 -2.4565 -0.58 0.86 2.25 -0.073
O -1.6516 -0.9042 1.2516 -0.14 2.23 -0.10 0.009
Na -0.8000 -2.4303 -0.1174 0.06 0.57 -0.13 0.117
Tl 0.3965 -0.1865 -4.9026 -0.07 -0.10 0.09 0.888
H -1.1241 0.3505 2.7926 -0.26 0.46 -0.80 0.000
H 1.1376 0.2014 2.0420 -0.20 1.50 0.04 0.003
H -0.5547 1.4011 1.2086 1.10 0.26 0.09 0.007
H 1.9771 -0.1986 -0.1583 -0.35 0.19 0.09 0.001
H -0.6847 0.8976 -1.2417 0.16 -0.10 0.03 0.000
```
Positions in Å, forces in eV/Å.

Results
ΔE to the lowest compared entry with this formula, charge and spin: 1.2984 eV
Max |F|: 4.68 eV/Å
Spin multiplicity: 2


The records above yield calculated total energy values of -50797.63782; -70082.05482; -44240.41694; -17429.33615 eV, respectively.